(1)
15 unconnected molecules or ions with the total composition C81H205N13O28. Source: the OMol25 dataset; level of theory: ωB97M-V/def2-TZVPD.

```
327
Properties=species:S:1:pos:R:3
C -36.0449 26.8151 2.5405
O -35.5718 26.3034 3.7808
H -35.5730 26.3208 1.7228
H -37.1061 26.4491 2.3921
H -36.0172 27.9002 2.4768
H -36.2513 26.4763 4.4593
C -27.7565 21.8885 8.6405
C -29.2255 21.9583 8.2221
O -29.4645 21.9197 6.8195
H -27.2630 21.0862 8.0674
H -27.7171 21.6853 9.7245
H -27.3419 22.9162 8.5241
H -29.5528 22.9050 8.6054
H -29.6930 21.1296 8.8259
H -30.1295 22.6477 6.7624
C -35.4955 25.4459 8.8949
O -35.0173 26.0465 7.7006
C -33.9419 26.9366 7.8282
C -33.3804 27.3796 6.5455
N -32.9727 26.2062 5.8524
C -32.0983 26.3278 4.6068
C -32.3792 27.4938 3.6961
O -32.0021 28.6816 4.3046
C -32.4128 29.7979 3.6107
H -34.7748 24.8177 9.4343
H -36.2787 24.7388 8.5550
H -35.8240 26.1826 9.6247
H -33.1394 26.3466 8.2629
H -34.1863 27.7661 8.5000
H -32.5825 28.0927 6.7017
H -34.0988 27.9285 5.8798
H -33.8427 25.7302 5.5654
H -32.3018 25.4298 4.0267
H -31.0778 26.4405 4.9545
H -33.4670 27.5565 3.5967
H -31.8571 27.3650 2.7720
H -32.1779 29.9360 2.5422
H -31.8960 30.6517 4.1269
H -33.5223 30.0525 3.6388
C -32.5018 18.8075 12.1080
O -31.2063 18.3914 12.0599
C -30.5498 18.3503 10.8065
C -29.6458 17.1376 10.5184
N -30.4499 15.8735 10.4172
C -31.7794 15.8283 9.7138
C -32.0189 14.4622 9.0933
O -31.3013 14.4398 7.9058
C -31.2589 13.1586 7.3615
H -32.6552 19.8880 11.9799
H -32.9040 18.5331 13.1365
H -33.0420 18.2616 11.3481
H -29.9806 19.3023 10.6570
H -31.2885 18.4383 10.0549
H -28.9016 17.0659 11.3199
H -29.2069 17.3379 9.5720
H -30.5940 15.5490 11.3458
H -31.8231 16.6058 8.9308
H -32.6153 16.0236 10.4493
H -33.0970 14.1216 8.9043
H -31.6151 13.7108 9.7727
H -30.5089 13.0415 6.5575
H -32.2141 12.9302 6.8391
H -30.9312 12.4562 8.1206
C -35.5745 26.9223 14.0753
O -34.3245 27.0632 13.4495
C -34.3355 27.5116 12.0754
C -32.9450 28.0209 11.7951
N -32.8655 28.8315 10.5721
C -32.7741 30.2507 10.7392
C -33.3225 30.9507 9.4562
O -32.5207 30.5880 8.3564
C -32.9892 30.9599 7.0642
H -35.5692 26.2825 14.9700
H -36.3273 26.4971 13.3220
H -35.9488 27.9198 14.4300
H -35.0622 28.2880 12.0331
H -34.7653 26.7097 11.4212
H -32.2639 27.1354 11.9076
H -32.6734 28.6418 12.6656
H -32.2387 28.4486 9.9242
H -31.7999 30.6679 10.9659
H -33.4372 30.6458 11.5346
H -33.2780 32.0189 9.6291
H -34.3884 30.6171 9.3561
H -32.9501 32.0697 6.9149
H -33.9876 30.5649 6.8264
H -32.3169 30.5734 6.3481
C -28.7441 30.6050 12.6212
O -28.2625 31.8820 12.1837
C -29.2996 32.8247 12.1010
C -28.6490 34.2300 12.1009
N -27.6971 34.2368 11.0531
C -26.9903 35.4877 10.8756
C -25.9060 35.3878 9.8305
O -25.3997 36.7035 9.6408
C -26.2120 37.4339 8.7069
H -29.4622 30.2218 11.9262
H -29.1861 30.7713 13.5803
H -27.8653 29.9833 12.7385
H -29.9236 32.7819 13.0045
H -29.9741 32.6994 11.2135
H -28.2564 34.3054 13.0866
H -29.2810 35.1140 12.0111
H -27.0376 33.4390 11.2294
H -26.4811 35.7530 11.8095
H -27.6930 36.2813 10.6454
H -26.2278 34.9771 8.8570
H -25.0906 34.8723 10.2121
H -27.3185 37.2322 8.8732
H -25.9257 37.1228 7.7010
H -25.9856 38.5219 8.8384
C -37.5673 21.2132 9.3082
O -38.0901 20.8099 8.0641
C -38.4763 19.4199 8.0390
C -38.6309 19.1142 6.6229
N -37.3857 19.3193 5.9511
C -37.4590 18.9499 4.5172
C -36.0349 19.0107 3.9604
O -35.6346 20.3303 3.9477
C -34.3352 20.6576 3.3487
H -38.3320 21.1109 10.0698
H -37.5199 22.2879 9.3084
H -36.6519 20.6529 9.5188
H -39.3587 19.2963 8.6689
H -37.6909 18.7712 8.4603
H -39.3319 19.8368 6.2438
H -38.8372 18.0669 6.3539
H -37.0974 20.2866 5.9925
H -37.9680 19.7327 3.8980
H -38.0101 18.0442 4.4481
H -36.1575 18.5617 2.9245
H -35.3772 18.3055 4.4749
H -34.3348 20.1994 2.3664
H -33.5097 20.3971 4.0112
H -34.3799 21.7190 3.3011
C -26.6426 30.5188 9.5423
O -25.3710 30.3530 10.0637
C -24.5870 31.5064 10.1000
C -24.4688 31.9159 11.5496
N -23.5227 33.0251 11.7509
C -23.5689 33.6016 13.0949
C -23.2035 32.6282 14.2372
O -22.1542 31.7588 13.8889
C -21.8873 30.8174 14.9065
H -27.4219 29.8583 9.9260
H -26.6348 30.5213 8.3920
H -27.1470 31.5344 9.7728
H -25.1920 32.2969 9.6428
H -23.5910 31.4044 9.6044
H -24.1709 31.0357 12.1426
H -25.4827 32.2311 11.8661
H -22.5952 32.6436 11.5227
H -24.6299 33.8705 13.1810
H -22.9247 34.5021 13.0642
H -24.0521 32.0376 14.5575
H -22.8207 33.1412 15.1503
H -20.9998 30.2417 14.6534
H -22.7019 30.1377 15.0620
H -21.6663 31.4120 15.8182
C -27.0683 20.9895 12.9927
O -28.2569 21.3849 12.4064
C -29.1221 22.0823 13.3304
C -30.5715 22.0415 12.8403
N -31.4029 22.7586 13.7498
C -31.8748 24.0278 13.2555
C -32.9035 23.8711 12.2374
O -34.1618 23.6090 12.9410
C -35.2160 23.4620 12.0150
H -27.3501 20.1555 13.6506
H -26.5935 21.7300 13.5755
H -26.3777 20.6158 12.2243
H -28.6329 23.1011 13.5481
H -29.1013 21.6291 14.3154
H -30.8145 20.9842 12.8874
H -30.7051 22.3425 11.8073
H -32.1858 22.2625 14.1759
H -31.0175 24.6165 12.8391
H -32.3846 24.6331 14.0502
H -32.6569 23.0550 11.5293
H -33.1050 24.8272 11.7270
H -36.0880 23.2210 12.5022
H -35.0090 22.6023 11.3815
H -35.2348 24.3876 11.4204
C -27.0818 30.0237 16.5371
O -27.6712 29.2271 15.5173
C -28.4767 28.1837 15.9147
C -29.0724 27.5207 14.7168
N -28.1015 27.1363 13.7679
C -28.7424 26.4871 12.6475
C -27.6692 26.0809 11.6685
O -27.0479 27.3425 11.2023
C -26.0071 27.0586 10.2758
H -26.2782 30.5797 16.0890
H -26.7687 29.4072 17.3821
H -27.6596 30.8320 16.9683
H -29.3452 28.5726 16.4750
H -27.9102 27.4668 16.5343
H -29.9116 28.2057 14.3445
H -29.5478 26.6718 15.0645
H -27.5587 27.9119 13.4379
H -29.4621 27.1399 12.1321
H -29.3009 25.6458 13.0160
H -28.0594 25.5416 10.7689
H -26.9067 25.4785 12.1989
H -26.4431 27.0168 9.2715
H -25.4969 26.1048 10.4611
H -25.2827 27.8884 10.3812
C -38.0686 22.7720 4.4797
O -38.6745 23.8366 5.1783
C -37.7714 24.2926 6.1960
C -38.2441 25.6728 6.6027
N -38.3957 26.5570 5.4502
C -38.8639 27.8566 5.7989
C -37.8619 28.7718 6.4606
O -37.7023 28.4824 7.8584
C -36.5504 29.1698 8.3628
H -37.2531 23.0917 3.8228
H -38.8438 22.2647 3.9016
H -37.7328 21.9814 5.2465
H -36.7287 24.3365 5.8396
H -37.8878 23.5203 7.0340
H -37.5092 26.0725 7.3132
H -39.2032 25.6239 7.1557
H -38.9452 26.2020 4.6328
H -39.8440 27.8736 6.3269
H -39.1287 28.3879 4.8238
H -38.2370 29.8058 6.3807
H -36.8836 28.6483 5.8868
H -36.4137 28.8639 9.4124
H -36.7041 30.2592 8.3001
H -35.6345 28.8822 7.8112
C -28.6204 28.8193 3.2311
O -28.7945 27.8499 4.2615
C -28.9759 28.4616 5.5074
C -27.7667 29.2537 5.9957
N -26.6827 28.2362 6.1437
C -25.4121 28.6145 6.7278
C -24.4476 27.4515 6.9058
O -24.2532 26.8027 5.6507
C -23.9953 25.3898 5.7883
H -28.9617 28.5095 2.2126
H -27.5764 29.0866 3.1548
H -29.3108 29.6656 3.3604
H -29.1653 27.6828 6.2367
H -29.8438 29.1573 5.5348
H -27.9582 29.6406 6.9799
H -27.4982 30.1333 5.3360
H -26.6416 27.8518 5.1857
H -25.4680 29.0614 7.7517
H -24.9539 29.4415 6.1420
H -24.7144 26.7533 7.6905
H -23.4805 27.8725 7.1769
H -23.0424 25.2301 6.2965
H -23.8876 24.9633 4.7830
H -24.8739 24.8867 6.2673
C -29.8855 13.7349 2.7170
O -29.5652 14.6448 3.6993
C -30.6509 15.5438 3.9358
C -30.2045 16.5903 4.9669
N -31.3842 17.3430 5.5616
C -30.9028 18.2827 6.5646
C -32.0664 19.1279 7.0520
O -33.1026 18.4945 7.6412
C -34.3547 18.5253 7.0000
H -29.0579 13.0731 2.5538
H -30.1381 14.2970 1.8267
H -30.7188 13.1787 3.0213
H -31.5517 14.9157 4.2657
H -30.8667 16.0822 3.0061
H -29.5827 17.2542 4.3419
H -29.5346 16.2218 5.7540
H -32.0157 16.6467 5.9024
H -30.2419 19.0354 6.1489
H -30.3681 17.7637 7.3698
H -32.3561 19.7030 6.1433
H -31.7990 19.9222 7.8424
H -35.2604 18.6776 7.7497
H -34.5139 17.6383 6.4424
H -34.3452 19.4483 6.3626
C -29.4520 28.4900 8.9969
O -30.0239 27.2703 9.4958
C -30.0286 26.1941 8.5454
C -30.9639 25.0665 8.9844
N -31.3741 24.3225 7.8516
C -32.2701 23.1933 8.1148
C -32.8100 22.7872 6.7285
O -33.9173 21.9013 6.5703
C -35.1344 22.4333 7.1291
H -28.4550 28.3256 8.6411
H -29.4512 29.2075 9.8813
H -30.2083 28.7107 8.2242
H -29.0510 25.8363 8.3896
H -30.3747 26.5784 7.6051
H -31.7225 25.4614 9.6270
H -30.4064 24.4311 9.6489
H -31.9076 24.9056 7.1707
H -33.1662 23.5038 8.7290
H -31.8561 22.3715 8.6675
H -31.9398 22.4153 6.1754
H -32.9945 23.7176 6.1443
H -35.2063 22.3308 8.2244
H -35.9324 21.8780 6.6526
H -35.1598 23.4679 6.8572
C -24.9271 34.7952 6.2877
O -26.3092 34.6314 6.4049
C -26.6377 33.2790 6.5155
C -28.1076 33.2475 6.8592
N -28.7331 33.9584 5.7893
C -30.1287 34.0576 5.7618
C -30.7224 34.5881 7.0519
O -30.2153 35.8925 7.2949
C -30.3490 36.2399 8.6807
H -24.3490 34.5295 7.2316
H -24.7712 35.8527 6.0382
H -24.5458 34.1441 5.4715
H -26.2216 32.7080 7.3513
H -26.4624 32.8076 5.5712
H -28.2362 33.7811 7.8162
H -28.4636 32.2159 6.7983
H -28.3191 34.8803 5.7785
H -30.5063 33.0564 5.5321
H -30.3279 34.8226 4.9557
H -30.4435 33.8795 7.8412
H -31.8385 34.5509 7.0734
H -29.9902 35.4655 9.3755
H -31.4004 36.4125 8.9222
H -29.8590 37.2059 8.8564
```

Computed properties:
- LUMO level (eV) = 0.486
- Kohn-Sham gap (eV) = 8.837
- energy (Eh) = -6026.88899

These are the Mulliken partial charges, in e, on atoms 1 to 4:
1. C -0.93
2. O -0.30
3. H 0.31
4. H 0.29

***

(2)
A molecular structure, C81H62FGeKN3P5SSe2. Source: the OMol25 dataset; level of theory: ωB97M-V/def2-TZVPD.

```
157
Properties=species:S:1:pos:R:3
K 1.3161 0.3853 -0.4956
F -0.6355 4.4939 3.2567
Ge 0.3459 3.7013 1.9724
C 1.5719 2.9750 3.5825
C 2.0074 3.9466 4.4997
C 2.9086 3.6457 5.5146
C 3.3892 2.3478 5.6467
C 2.9438 1.3572 4.7802
C 2.0276 1.6553 3.7550
P 1.4879 0.3723 2.5437
C -0.3144 0.1417 2.9408
C -1.0612 1.0159 3.7337
C -2.3865 0.7191 4.0585
C -2.9832 -0.4441 3.5927
C -2.2612 -1.3068 2.7709
C -0.9443 -1.0076 2.4420
C 2.1601 -1.1860 3.3017
C 3.2311 -1.8084 2.6689
C 3.7869 -2.9862 3.1706
C 3.2696 -3.5539 4.3224
C 2.1970 -2.9422 4.9743
C 1.6474 -1.7707 4.4672
C 1.5976 5.2069 1.5608
C 1.6006 6.4196 2.2724
C 2.4837 7.4386 1.9577
C 3.4041 7.2717 0.9192
C 3.4174 6.0896 0.1989
C 2.5117 5.0613 0.4974
P 2.5422 3.4475 -0.4298
C 2.5271 3.9973 -2.2051
C 2.9603 3.1242 -3.2117
C 2.9498 3.4973 -4.5516
C 2.4814 4.7506 -4.9192
C 1.9893 5.6060 -3.9424
C 2.0039 5.2310 -2.5993
C 4.3422 3.0780 -0.1250
C 4.6228 2.4603 1.1017
C 5.9291 2.1742 1.4813
C 6.9839 2.4953 0.6334
C 6.7214 3.1339 -0.5778
C 5.4119 3.4292 -0.9498
C -1.0311 4.4456 0.5447
C -1.4207 5.7828 0.7978
C -2.3467 6.4415 0.0044
C -2.9405 5.7740 -1.0699
C -2.5805 4.4679 -1.3330
C -1.6093 3.7934 -0.5553
P -1.2242 2.0163 -0.9483
C -0.8532 2.0841 -2.7767
C -0.5028 3.2588 -3.4517
C -0.1647 3.2411 -4.8036
C -0.1425 2.0481 -5.5141
C -0.4511 0.8650 -4.8575
C -0.7985 0.8826 -3.5094
C -2.9997 1.4734 -0.9243
C -3.7752 1.1693 -2.0393
C -5.1176 0.8119 -1.9005
C -5.7024 0.7557 -0.6411
C -4.9316 1.0515 0.4807
C -3.5940 1.4021 0.3384
H 1.6320 4.9619 4.4152
H 3.2391 4.4209 6.2002
H 4.1028 2.1014 6.4279
H 3.3178 0.3504 4.9068
H -0.6113 1.9214 4.1286
H -2.9468 1.4106 4.6814
H -4.0136 -0.6776 3.8482
H -2.7261 -2.2086 2.3855
H -0.3883 -1.6875 1.7996
H 3.6270 -1.3803 1.7582
H 4.6060 -3.4656 2.6427
H 3.6877 -4.4783 4.7079
H 1.7870 -3.3825 5.8782
H 0.8134 -1.3027 4.9781
H 0.8846 6.5599 3.0848
H 2.4658 8.3665 2.5224
H 4.1068 8.0615 0.6791
H 4.1344 5.9677 -0.6044
H 3.3217 2.1395 -2.9439
H 3.2984 2.8022 -5.3091
H 2.4756 5.0474 -5.9635
H 1.5881 6.5739 -4.2220
H 1.6068 5.9068 -1.8530
H 3.8052 2.2057 1.7687
H 6.1174 1.6950 2.4374
H 8.0062 2.2644 0.9195
H 7.5422 3.4059 -1.2358
H 5.2288 3.9191 -1.8987
H -1.0012 6.3037 1.6535
H -2.6245 7.4699 0.2273
H -3.6879 6.2711 -1.6858
H -3.0620 3.9462 -2.1547
H -0.4988 4.2015 -2.9245
H 0.0859 4.1723 -5.2993
H 0.1279 2.0396 -6.5642
H -0.4269 -0.0806 -5.3919
H -1.0482 -0.0492 -3.0210
H -3.3377 1.2146 -3.0309
H -5.7104 0.5836 -2.7837
H -6.7486 0.4839 -0.5362
H -5.3707 1.0070 1.4748
H -2.9994 1.6283 1.2205
Se -2.0474 -6.3841 0.0107
P -2.9369 -4.5066 -0.3415
C -3.8992 -4.5019 -1.9042
C -4.3758 -3.3128 -2.4714
C -5.1263 -3.3534 -3.6418
C -5.4027 -4.5696 -4.2583
C -4.9253 -5.7497 -3.7026
C -4.1744 -5.7164 -2.5286
C -4.1605 -4.0667 0.9620
C -4.8576 -2.8481 0.9716
C -5.7900 -2.5860 1.9703
C -6.0360 -3.5216 2.9689
C -5.3496 -4.7290 2.9646
C -4.4185 -5.0013 1.9640
C -1.8034 -3.1090 -0.5356
C -0.4211 -2.9003 -0.7201
N -0.2617 -1.5506 -0.8679
N -1.4502 -0.9852 -0.7969
N -2.3883 -1.8907 -0.6008
P 1.1154 -3.8181 -0.9653
Se 2.7819 -2.5183 -0.8410
C 1.2525 -5.1229 0.2685
C 1.6169 -6.4175 -0.0830
C 1.7595 -7.3870 0.9027
C 1.5388 -7.0600 2.2352
C 1.1942 -5.7592 2.5884
C 1.0590 -4.7874 1.6064
C 1.0088 -4.6329 -2.5959
C 2.1255 -4.6580 -3.4333
C 2.0488 -5.2603 -4.6877
C 0.8583 -5.8347 -5.1139
C -0.2571 -5.8091 -4.2849
C -0.1811 -5.2129 -3.0317
H -4.1405 -2.3555 -2.0160
H -5.4894 -2.4251 -4.0769
H -5.9881 -4.5956 -5.1724
H -5.1305 -6.7011 -4.1839
H -3.7915 -6.6298 -2.0889
H -4.6519 -2.0875 0.2288
H -6.3169 -1.6331 1.9678
H -6.7580 -3.3065 3.7524
H -5.5324 -5.4637 3.7429
H -3.8789 -5.9385 1.9581
H 1.7650 -6.6755 -1.1251
H 2.0313 -8.4024 0.6269
H 1.6351 -7.8222 3.0013
H 1.0330 -5.4944 3.6266
H 0.8033 -3.7690 1.8855
H 3.0429 -4.1902 -3.1018
H 2.9203 -5.2701 -5.3334
H 0.7958 -6.2959 -6.0954
H -1.1940 -6.2517 -4.6081
H -1.0510 -5.2131 -2.3978
S 5.3885 -0.2990 -1.3098
C 4.0070 0.2611 -1.0628
```

Computed properties:
- LUMO level (alpha / beta) (eV) = 1.577 / 1.577
- Kohn-Sham gap (alpha / beta) (eV) = 4.478 / 7.349
- ΔE to the lowest compared entry with this formula, charge and spin (kJ/mol) = 0.0
- energy (Eh) = -12972.76403
- total charge = -1
- multiplicity = 2
- <S²> = 0.76

These are the Mulliken partial charges, in e, on atoms 1 to 4:
1. K 2.89
2. F -0.63
3. Ge 0.72
4. C -0.40

***

For the records above, the corresponding maximum force values read 3.60, 1.46 eV/A.